Entry 1:
ORCA calculation (the ωB97M-V functional and the def2-TZVPD basis) on 2 unconnected molecules or ions with the total composition C6H12NO3.

XYZ file:
```
22
Properties=species:S:1:pos:R:3:forces:R:3
C -0.60293 1.83822 1.37669 -0.97 1.88 2.34
C -1.28236 1.85318 0.07235 1.84 -0.75 -0.83
C 0.79188 2.72899 1.42069 2.95 1.32 -1.05
O 1.14900 3.17244 0.31330 -1.16 -0.87 1.27
O 1.30062 2.78900 2.54869 -1.30 -0.61 -0.63
H -1.14197 2.50860 2.12479 0.46 -1.33 -0.63
H -0.29464 0.90260 1.78529 0.03 -0.59 0.47
H -0.81606 2.69019 -0.38852 -0.65 1.04 -0.97
H -2.33681 1.84310 0.10919 -1.12 0.31 0.21
H -0.94006 1.02168 -0.52863 -0.14 -0.34 -0.17
C -0.83326 -1.77789 -0.80202 2.41 4.27 -3.55
C -1.66357 -2.21971 0.22728 -1.29 1.09 6.41
C 0.17802 -2.61118 -1.55586 1.91 4.53 4.03
O -0.02820 -3.55394 -2.18347 -0.95 -4.32 -2.83
N 1.46009 -2.04816 -1.37735 -0.47 -4.20 -1.66
H -1.46555 -1.45107 -1.77566 1.22 0.29 2.31
H -0.13954 -0.96493 -0.21775 -1.85 -1.08 -2.20
H -0.99934 -2.37860 1.20354 -1.54 -0.67 -1.96
H -2.35734 -2.94050 -0.02808 -0.98 -2.24 -0.19
H 2.12995 -2.48831 -1.99794 0.11 0.24 0.19
H 1.61509 -1.13089 -1.18431 0.21 2.87 0.67
H -2.37245 -1.40446 0.67665 1.28 -0.82 -1.21
```
Forces are in eV/Å.

Output
Spin multiplicity = 2
E_HOMO (alpha / beta) = -9.96 / -9.96 eV
Electronic energy = -14045.50439 eV
Frontier orbital gap (alpha / beta) = 0.383 / 0.230 Eh
F_max = 0.12884 hartree/bohr
ΔE to the lowest compared entry with this formula, charge and spin = 49.9 kcal/mol

For reference, the Löwdin charges in units of e are: C -0.088; C -0.089; C -0.553; O 0.101; O 0.155; H 0.149; H 0.103; H 0.068; H 0.080; H 0.057; C -0.257; C -0.164; C -0.591; O 0.128; N 0.149; H 0.181; H 0.135; H 0.135; H 0.049; H 0.105; H 0.038; H 0.108

=====

Entry 2:
ORCA calculation (the ωB97M-V functional and the def2-TZVPD basis) on a gas-phase ion, C6H12NO5 (charge -1).

XYZ file:
```
24
Properties=species:S:1:pos:R:3:forces:R:3
N 2.88144 -1.03820 0.78993 0.23 0.02 -0.06
C 2.57310 -0.04435 -0.26008 0.10 -0.07 0.20
C 1.84456 1.20056 0.31372 0.06 0.15 0.05
O 0.61426 1.57711 -0.28613 -0.01 0.08 -0.12
C -0.52028 1.31754 0.49924 -0.02 -0.36 0.16
O -1.66811 1.37617 -0.28916 0.02 0.08 0.22
C -2.07687 0.12866 -0.84321 0.11 -0.32 -0.28
C -3.17688 -0.52842 -0.01847 -0.13 0.10 -0.05
O -2.61818 -1.51332 0.85585 -0.07 0.07 0.09
C 1.83397 -0.84089 -1.38751 0.22 0.45 0.10
O 2.50174 -1.05749 -2.40475 0.15 0.01 -0.48
O 0.68122 -1.22300 -1.10203 -0.36 -0.30 0.30
H 2.20601 -1.79202 0.73924 -0.16 0.14 0.07
H 2.83370 -0.62950 1.71516 -0.05 -0.04 0.01
H 3.51944 0.31077 -0.68677 -0.13 -0.14 0.08
H 2.50394 2.07492 0.20625 -0.09 -0.15 -0.01
H 1.70476 1.05472 1.39938 -0.06 0.02 -0.15
H -0.63602 2.09449 1.27461 0.07 -0.02 -0.13
H -0.42169 0.33122 0.97990 -0.02 0.11 -0.13
H -1.21341 -0.54252 -0.95123 -0.10 0.04 0.07
H -2.44358 0.32610 -1.85852 -0.04 0.13 0.23
H -3.68603 0.25204 0.56614 0.03 -0.06 -0.11
H -3.92232 -0.99077 -0.68567 0.18 -0.02 0.08
H -3.31476 -1.84384 1.43409 0.08 0.09 -0.12
```
Forces are in eV/Å.

Output
E_HOMO = -4.29 eV
Charge = -1
Electronic energy = -18144.37016 eV
Frontier orbital gap = 0.272 Eh
F_max = 0.01080 hartree/bohr
SMILES string = N[C@H](COCOCCO)C(=O)[O-]
ΔE to the lowest compared entry with this formula, charge and spin = 20.1 kcal/mol

For reference, the Löwdin charges in units of e are: N 0.024; C -0.285; C -0.171; O -0.097; C -0.278; O -0.103; C -0.184; C -0.233; O -0.073; C -0.704; O -0.046; O -0.060; H 0.061; H 0.038; H 0.113; H 0.112; H 0.105; H 0.130; H 0.135; H 0.097; H 0.124; H 0.114; H 0.107; H 0.072

=====

Entry 3:
ORCA calculation (the ωB97M-V functional and the def2-TZVPD basis) on a molecular structure, C6H12NO5PS.

XYZ file:
```
26
Properties=species:S:1:pos:R:3:forces:R:3
C -0.65025 -0.64700 0.54504 0.54 0.27 -0.58
C 0.90989 1.29668 0.54970 0.30 -0.27 -0.05
C 1.15141 -0.51822 -1.18266 0.11 0.01 0.11
C 2.44392 1.28017 0.63517 -0.18 0.24 0.32
C 2.66126 -0.41747 -0.93792 -0.16 -0.22 -0.19
C 0.41092 -0.02107 0.02333 -0.41 0.06 0.12
N -1.34150 -0.14081 1.66699 -0.28 -0.02 0.44
O -1.01510 -1.88370 0.09089 0.22 0.26 0.25
O -3.14354 -0.07732 -0.91084 -0.40 0.98 0.06
O -2.66397 2.30714 -1.00018 -0.28 0.04 0.27
O 3.04393 0.88900 -0.57054 0.05 0.07 -0.15
O -2.12477 1.05340 1.43403 0.19 -0.38 0.09
P -2.60005 -2.39879 -0.08062 0.28 -0.73 0.42
S -3.45463 1.25100 -0.42501 0.42 -0.29 -0.96
H 0.51788 1.50117 1.54696 -0.02 0.06 0.07
H 0.60710 2.09204 -0.13839 -0.03 0.09 0.04
H 0.89315 0.11542 -2.03668 0.04 -0.04 -0.08
H 0.87707 -1.54720 -1.40999 -0.01 0.02 -0.05
H 2.82316 2.28199 0.85035 -0.03 -0.11 0.07
H 2.74961 0.59935 1.44651 -0.01 0.07 -0.07
H 2.95217 -1.12758 -0.14730 0.01 0.05 -0.08
H 3.21938 -0.64472 -1.84785 -0.05 -0.08 0.09
H -2.02055 -0.82996 1.99129 0.03 0.41 0.03
H -1.48371 1.77833 1.35967 0.06 -0.18 0.13
H -2.16044 -3.73203 0.02511 -0.15 -0.34 0.04
H -2.60233 -2.45982 -1.47705 -0.24 0.01 -0.32
```
Forces are in eV/Å.

Output
E_HOMO = -8.42 eV
Electronic energy = -38264.85357 eV
Frontier orbital gap = 0.295 Eh
F_max = 0.02112 hartree/bohr
ΔE to the lowest compared entry with this formula, charge and spin = 79.0 kcal/mol

For reference, the Löwdin charges in units of e are: C -0.388; C -0.113; C -0.098; C -0.208; C -0.200; C -0.167; N 0.037; O -0.388; O -0.548; O -0.418; O -0.130; O -0.175; P 0.866; S 0.903; H 0.111; H 0.131; H 0.132; H 0.119; H 0.126; H 0.130; H 0.130; H 0.125; H 0.106; H 0.086; H -0.092; H -0.078